Here is the ion C5H10O with charge +1 from the OMol25 dataset. Energies are from wB97M-V/def2-TZVPD.

Cartesian coordinates (Å):
1 O 0.438659 -2.286921 0.946432
2 C 1.252796 0.543446 0.785807
3 C -0.982857 -0.873117 -0.503765
4 C 0.532285 1.201265 -0.419492
5 C -0.625453 -1.655880 0.696160
6 C -0.804872 0.643266 -0.646735
7 H -1.375359 -1.615921 1.620726
8 H -0.088214 -1.100395 -1.176878
9 H -1.967083 -1.151361 -0.833497
10 H -1.018755 0.722869 -1.857789
11 H 2.224087 1.093316 0.884527
12 H 0.625327 2.339175 -0.376650
13 H 1.700225 -0.431308 0.670347
14 H 0.593906 0.661102 1.654023
15 H 1.188575 0.939225 -1.314272
16 H -1.693269 0.971233 -0.128949

Atoms 1-2, force components in eV/Å:
-4.0 1.9 -0.9
1.0 2.2 -0.3

⟨S²⟩ = 0.759
net charge = +1
spin multiplicity = 2
gap between HOMO and LUMO (alpha / beta) = 9.11 / 5.88 eV
E_LUMO (alpha / beta) = -0.232 / -0.351 Eh
E_HOMO (alpha / beta) = -15.431 / -15.422 eV
energy above the lowest of the compared OMol25 structures with the same formula, charge and spin = 189.58 kJ/mol

---

Here is a cluster of 13 separate species, C35H39F11N2O37 in total from the OMol25 dataset. Energies are from wB97M-V/def2-TZVPD.

Cartesian coordinates (Å):
1 F 1.416004 -4.003446 3.597902
2 F -5.190504 4.457375 -0.122435
3 F -1.710901 -0.062585 5.953718
4 F -0.793326 3.517997 1.295360
5 F 6.161117 3.345922 -1.191555
6 F -0.132173 1.554627 -1.268790
7 F 5.919138 -3.690612 -2.454979
8 F 1.508859 -2.941849 -5.314124
9 F 3.761548 3.862394 6.410089
10 F -4.131309 0.739559 -4.409653
11 F -0.467014 -3.001172 -0.008065
12 O 4.577103 2.299559 -0.029932
13 O 4.894312 -5.784500 -2.539700
14 O 4.666274 -5.384420 -0.422849
15 O 5.447937 -1.234871 -6.162474
16 O 1.632098 0.760122 3.911286
17 O -3.240527 1.546806 -1.606719
18 O -0.682002 -4.081832 3.027042
19 O -3.488890 0.579300 3.764801
20 O 3.619224 -2.397964 -5.564161
21 O -0.744357 -3.079536 4.927793
22 O -1.706713 4.484719 5.275306
23 O 0.127720 4.372869 4.046324
24 O -2.172189 0.053710 2.010722
25 O -3.054982 -0.078316 -6.215993
26 O -5.104497 2.236338 -0.461713
27 O 3.534501 -0.241819 -5.328806
28 O 2.513190 3.110546 0.619098
29 O -3.222960 -1.335864 -1.122853
30 O -3.151238 2.385240 0.541551
31 O -1.492827 -1.021558 -4.997653
32 O -1.677107 4.766743 3.030351
33 O -1.338378 0.880408 3.957511
34 O 2.646689 -1.279102 -1.188616
35 O 1.662350 0.216873 0.203167
36 O 2.818298 2.671466 4.809501
37 O 5.250087 -7.496705 -1.154258
38 O -2.324137 -4.696548 4.396856
39 O 0.397320 -5.538061 -1.050534
40 O 0.416157 3.934484 -3.864703
41 O 1.708473 -4.935400 -2.843983
42 O -3.696744 -2.021246 0.841765
43 O 1.305803 1.567963 6.020756
44 O 0.647841 2.351055 -5.157986
45 O 0.480591 -0.674031 -1.298166
46 O -0.012851 -3.611683 -2.047351
47 O -0.906154 -0.229112 -7.067629
48 O 3.167237 3.121699 -1.511104
49 N -0.035734 2.953601 -4.383293
50 N -4.018329 -1.569429 -0.247987
51 C 4.198118 2.417242 -2.238404
52 C -0.844752 -5.111114 -0.555172
53 C -0.916346 -3.723480 -1.017394
54 C -3.814942 2.002814 -0.603711
55 C 0.048331 -2.224233 4.063577
56 C -0.761079 4.651191 1.987275
57 C 2.480937 -2.152037 -4.843824
58 C -3.307402 1.228552 4.983996
59 C 1.697193 -0.612144 -0.836341
60 C 0.360056 0.383283 0.647712
61 C -2.650209 -1.062943 -4.187940
62 C 4.192693 -4.230487 -1.006844
63 C -2.330633 0.520964 3.134447
64 C 4.700282 -4.380755 -2.400665
65 C 1.887746 1.591065 4.815826
66 C -1.449132 2.541194 -4.038606
67 C 4.911952 -6.339722 -1.372986
68 C 0.446152 -3.310853 3.067661
69 C -1.103373 4.568074 4.220814
70 C -1.740179 -0.440777 -6.152617
71 C 2.103652 2.339605 6.904710
72 C 5.305604 2.323533 -1.218216
73 C -4.037286 3.131686 1.399297
74 C -1.826213 1.068987 5.225469
75 C 0.530544 4.793059 2.763372
76 C 2.172303 -0.667574 -5.047389
77 C -0.251338 0.376616 -0.685459
78 C -3.661337 -0.378478 -4.989726
79 C 3.353711 2.915514 -0.231569
80 C -5.279631 3.245208 0.449474
81 C 4.305537 -1.271329 -5.727978
82 C -1.308399 -4.062555 4.144163
83 C -5.473547 -1.239597 -0.444947
84 C 0.802333 -4.726741 -2.001255
85 C 2.602338 3.458740 5.994308
86 H 1.982352 4.331071 5.787536
87 H -0.725807 -5.121096 0.528273
88 H 1.447846 -0.547772 -5.852943
89 H -1.902951 -3.392259 -1.341441
90 H 0.781383 5.853746 2.752093
91 H -3.720491 2.235799 4.930041
92 H 1.377431 4.187518 2.440590
93 H 1.662498 2.585322 7.870677
94 H 3.110383 -4.313528 -1.105938
95 H -0.004220 -0.390058 1.323976
96 H -6.261964 3.046210 0.877849
97 H 4.463141 2.945343 -3.154366
98 H -1.818444 3.042677 -3.144053
99 H -1.529630 1.523459 -3.656730
100 H -5.685969 -1.046097 -1.496397
101 H 0.394597 1.296986 1.241065
102 H 3.724018 1.469694 -2.494277
103 H -6.053857 -2.103547 -0.121025
104 H 4.295455 -3.304956 -0.440334
105 H -0.656306 -1.518073 3.624354
106 H -3.937664 0.719688 5.713322
107 H -0.878307 5.518784 1.337951
108 H 3.927125 -3.892513 -2.993911
109 H 2.955558 1.814554 7.336765
110 H -1.297220 0.081759 -0.599993
111 H 5.906221 1.414325 -1.244757
112 H 2.657072 -2.308568 -3.779604
113 H -4.378738 2.617039 2.297435
114 H -5.777043 -0.344075 0.097290
115 H -2.237172 2.912997 -4.693483
116 H -1.673885 -5.674289 -0.983516
117 H -4.455059 -1.091118 -5.213862
118 H -2.517414 -0.584427 -3.217637
119 H 0.913870 -1.678197 4.438799
120 H -3.710342 4.162841 1.533160
121 H 1.745972 -0.292132 -4.117127
122 H 0.864998 -2.922487 2.139295
123 H -2.826499 -2.135567 -4.107420
124 H -1.288642 1.898727 5.684448

Atoms 1-2, force components in eV/Å:
2.6 -2.1 1.3
-0.5 0.9 -0.9

⟨S²⟩ = 0.753
net charge = -1
spin multiplicity = 2
gap between HOMO and LUMO (alpha / beta) = 2.98 / 6.85 eV
E_LUMO (alpha / beta) = 0.052 / 0.052 Eh
E_HOMO (alpha / beta) = -1.560 / -5.429 eV

---

Here is a structure of composition C41H52KN8O5STe from the OMol25 dataset. Energies are from wB97M-V/def2-TZVPD.

Cartesian coordinates (Å):
1 Te 0.063308 0.155779 2.409496
2 K -2.065814 -0.858768 -1.916807
3 S 4.099947 0.549710 -6.136984
4 O 3.498751 -1.237212 -0.144194
5 O 5.290786 1.097554 -5.499346
6 O 4.780891 -1.312735 -1.945416
7 O -1.417572 -2.276743 2.088213
8 O 2.782076 1.109108 -5.802299
9 N -1.835704 -4.332547 -0.144791
10 N 3.672903 -1.135066 -1.391498
11 N -5.197892 1.454711 -4.171957
12 N -1.752952 -0.269412 3.161830
13 N -1.817965 -3.642294 -1.360693
14 N 0.583650 -0.470925 -3.088836
15 N -3.849083 1.290605 -4.216943
16 N 2.653154 -1.140497 -3.731325
17 C -2.052147 2.489313 3.372836
18 C -2.333108 -5.574218 -0.257261
19 C 1.328625 0.136745 5.376715
20 C -2.742501 -5.743130 -1.573758
21 C -2.163720 -1.504527 2.799481
22 C -3.501289 -2.055317 3.221718
23 C -4.981072 -3.990828 3.580025
24 C -2.439566 -4.505236 -2.205049
25 C 1.711367 -2.805571 2.979662
26 C -1.854176 2.403651 -3.321196
27 C 1.993547 -1.799863 4.065382
28 C 0.580286 4.998669 2.238967
29 C 3.257141 -1.199606 6.045848
30 C -3.312545 2.178982 -3.367722
31 C 0.670068 6.466404 1.883501
32 C -5.553642 2.338214 -3.197085
33 C 3.062340 -2.051890 4.956404
34 C 2.638842 -0.864545 -2.304042
35 C 1.411591 -0.330719 -2.022417
36 C 1.195359 -0.603654 4.176174
37 C -4.365852 -1.270385 4.029621
38 C 0.386186 2.253005 2.682064
39 C 3.652550 -1.936254 -4.483360
40 C 0.415692 1.217180 5.780236
41 C 2.360189 -0.136509 6.242753
42 C -0.642714 4.441523 2.619051
43 C 4.149257 0.792486 -8.039097
44 C 5.092251 1.871164 -8.380485
45 C 1.682318 2.802846 2.439209
46 C 1.304498 -1.009732 -4.094193
47 C 2.925652 1.983234 2.380008
48 C -4.336496 2.781717 -2.624745
49 C -0.753711 3.053831 2.870208
50 C -5.860267 -3.178111 4.313321
51 C -6.865835 2.873735 -2.809511
52 C -5.587443 -1.810709 4.467373
53 C -3.801598 -3.417844 3.078740
54 C 4.296429 -1.450347 7.128865
55 C 1.715822 4.189265 2.232088
56 C 4.089866 -1.282084 -5.866790
57 C 0.727761 -1.372243 -5.409534
58 H -1.441817 2.046740 -2.344448
59 H -7.682058 2.743792 -3.558256
60 H -2.778549 2.263134 2.564110
61 H -3.148561 -4.142074 2.559044
62 H -0.303526 6.962700 1.706960
63 H 4.967491 2.040432 -9.441777
64 H 5.267589 -1.618037 6.635718
65 H 1.180661 -2.241655 -5.863107
66 H -5.206741 -5.060456 3.398442
67 H -1.670669 3.451682 -3.388620
68 H 2.421370 -3.663364 3.044486
69 H -6.255630 -1.155878 5.014671
70 H 3.375220 -1.586139 -6.667761
71 H 2.563788 0.460545 7.092010
72 H 0.728960 -0.453773 -6.065642
73 H 0.715260 -3.179424 2.943900
74 H -0.357968 -1.606201 -5.321309
75 H -0.573341 1.077503 5.344297
76 H -6.781859 -3.551517 4.776850
77 H 0.782930 2.198048 5.342445
78 H 6.133399 1.542052 -8.258044
79 H -7.101786 2.414983 -1.835019
80 H -2.564567 3.225075 4.008358
81 H -2.203631 -6.313500 0.574693
82 H -3.215337 -6.597650 -2.047676
83 H 3.703379 -2.905867 4.755289
84 H -1.575116 -3.820863 0.771804
85 H -6.702993 3.956473 -2.597414
86 H 2.739086 4.604704 2.121152
87 H -5.776215 0.818148 -4.676719
88 H 1.256958 6.718369 0.994715
89 H 3.265851 -2.911302 -4.651380
90 H 1.192104 6.984132 2.719700
91 H 5.008325 2.802931 -7.848224
92 H -1.551826 5.054027 2.702501
93 H 4.010721 -2.317390 7.722471
94 H 4.494583 -1.998853 -3.792872
95 H 0.333184 1.327104 6.887631
96 H -1.887971 1.494656 3.833145
97 H 2.012352 -2.409849 1.970890
98 H 3.776377 2.641320 2.445085
99 H 4.397541 -0.536648 7.735227
100 H 1.111113 0.016250 -1.013994
101 H 5.089162 -1.621690 -6.075540
102 H -1.373316 1.863461 -4.165887
103 H -4.030738 -0.282148 4.380275
104 H 3.075887 1.581201 1.338476
105 H -2.580171 -4.268581 -3.245551
106 H 3.133862 1.050433 -8.347219
107 H 4.387575 -0.103294 -8.551116
108 H 2.912469 1.151921 3.106936
109 H -4.261249 3.494390 -1.846131

Atoms 1-2, force components in eV/Å:
0.8 -1.8 1.6
0.5 -0.1 -0.2

⟨S²⟩ = 0.765
spin multiplicity = 2
gap between HOMO and LUMO (alpha / beta) = 3.51 / 6.63 eV
E_LUMO (alpha / beta) = -0.017 / -0.017 Eh
E_HOMO (alpha / beta) = -3.963 / -7.088 eV
energy above the lowest of the compared OMol25 structures with the same formula, charge and spin = 83.55 kJ/mol

---

Here is a structure of composition C23H46GeIMoN4O3 from the OMol25 dataset. Energies are from wB97M-V/def2-TZVPD.

Cartesian coordinates (Å):
1 I 5.395491 -1.832666 -0.062502
2 Mo -0.738069 -0.357106 0.473533
3 Ge 0.841252 1.400333 -2.131453
4 O 2.127138 1.531028 -0.896242
5 O -2.220379 -0.149603 -0.526310
6 O 0.296964 -0.356196 -1.415690
7 N 1.193530 -1.885368 0.682605
8 N -0.772483 -1.152543 2.537988
9 N -2.046259 0.960005 1.829796
10 N 0.622707 1.039310 1.485186
11 C -3.601618 0.116107 -2.517399
12 C 3.568843 2.828087 0.522518
13 C -0.876920 -2.449316 -2.027616
14 C 0.991522 -3.187957 0.971022
15 C 1.981000 -4.159383 0.990077
16 C 3.280499 -3.782795 0.709352
17 C -2.206755 -1.217224 2.960864
18 C 3.114741 2.654583 -0.916223
19 C 3.501634 -2.434685 0.387886
20 C 4.257921 2.214380 -1.814906
21 C -0.291092 -0.776969 -3.791073
22 C 1.118958 0.488888 2.781687
23 C 2.453975 3.919236 -1.442926
24 C -3.663420 0.023837 -1.007982
25 C -4.221619 1.311174 -0.422451
26 C -2.798057 0.183657 2.863757
27 C 0.068151 -0.354002 3.499075
28 C 1.513546 -2.073303 -2.668220
29 C 2.434968 -1.515545 0.357288
30 C -4.401865 -1.207550 -0.529315
31 C -0.058635 2.359742 1.607252
32 C -1.360443 2.180582 2.352919
33 C 0.145918 -1.425826 -2.486116
34 H 1.420023 1.195827 0.855143
35 H -1.159924 -0.133626 -3.664692
36 H -0.030183 -3.489611 1.181249
37 H -2.755189 0.712696 3.814351
38 H -1.181514 2.073863 3.419766
39 H 4.366397 3.568086 0.581618
40 H 3.961442 1.889848 0.924085
41 H 0.586402 3.076624 2.119994
42 H 5.035830 2.977451 -1.832756
43 H 1.730426 -5.185410 1.226840
44 H -3.850517 0.123878 2.590247
45 H -4.509468 1.219724 0.628712
46 H 0.555422 -1.028502 4.203586
47 H -0.228049 2.732821 0.595253
48 H -1.891257 -2.064989 -2.045208
49 H -2.727895 1.289127 1.153589
50 H -3.985311 -2.119391 -0.956899
51 H -1.999886 3.055928 2.232801
52 H 4.702688 1.284298 -1.452614
53 H 1.506184 -2.678963 -3.574746
54 H -4.618831 0.247716 -2.888982
55 H -0.652360 -2.820576 -1.021945
56 H -0.600240 0.263523 4.089622
57 H 3.146550 4.758208 -1.376822
58 H 3.919379 2.063703 -2.842679
59 H -3.018498 0.978082 -2.843629
60 H 2.294020 -1.316511 -2.786044
61 H -2.285707 -1.619919 3.972506
62 H -0.835914 -3.316367 -2.688217
63 H 1.999285 -0.112500 2.564817
64 H 1.766380 -2.740594 -1.842232
65 H 2.586504 -0.487487 0.039294
66 H -5.442099 -1.137682 -0.851167
67 H -3.547376 2.157198 -0.578898
68 H -0.552191 -1.558607 -4.506051
69 H -2.711924 -1.910192 2.284941
70 H 4.088988 -4.504197 0.731132
71 H 0.515884 -0.205947 -4.262882
72 H -5.145849 1.553486 -0.948483
73 H -0.430371 -2.107086 2.572640
74 H -4.404364 -1.282014 0.559590
75 H 1.445640 1.301818 3.433920
76 H 1.568113 4.181111 -0.858039
77 H 2.754207 3.188094 1.156802
78 H -3.213329 -0.794125 -2.968686
79 H 2.177340 3.828275 -2.497212

Atoms 1-2, force components in eV/Å:
0.0 0.0 0.0
-0.3 0.3 0.0

⟨S²⟩ = 3.776
net charge = +4
spin multiplicity = 4
gap between HOMO and LUMO (alpha / beta) = 8.40 / 4.73 eV
E_LUMO (alpha / beta) = -0.452 / -0.588 Eh
E_HOMO (alpha / beta) = -20.701 / -20.727 eV

---

Here is a cluster of 2 separate species, C3H2O3 in total from the OMol25 dataset. Energies are from wB97M-V/def2-TZVPD.

Cartesian coordinates (Å):
1 O 2.283976 -0.861027 -0.125790
2 O 2.357334 1.422603 -0.014083
3 O -0.501939 -0.364427 0.736833
4 C -1.665820 -0.058014 -0.040840
5 C 2.311745 0.278888 -0.066894
6 C -0.479482 -0.839341 -0.439854
7 H -1.739590 0.981945 -0.331748
8 H -2.566222 -0.560629 0.282377

Atoms 1-2, force components in eV/Å:
0.2 -1.7 0.0
-0.1 1.7 0.1

spin multiplicity = 1
gap between HOMO and LUMO = 10.48 eV
E_LUMO = 0.020 Eh
E_HOMO = -9.936 eV
energy above the lowest of the compared OMol25 structures with the same formula, charge and spin = 267.21 kJ/mol

---

| no. | E (eV) | strongest force on any atom (eV/Å) |
| --- | --- | --- |
| 1 | -7382.799 | 4.50 |
| 2 | -145550.826 | 7.00 |
| 3 | -99964.905 | 2.82 |
| 4 | -103132.939 | 0.45 |
| 5 | -9282.757 | 1.73 |